Entry 1:
Formula: C30H95N25O15
Source: OMol25
Level of theory: ωB97M-V/def2-TZVPD

Atoms and positions in Å:
C1 1.5447 -2.0527 -3.0190
H1 5.1776 4.5659 4.9515
N1 -3.8946 -1.4997 -0.9982
H2 -2.9830 1.0085 -2.1094
C2 0.3092 0.1938 5.0162
H3 0.6077 -6.2704 -2.6158
H4 -0.9739 -6.4091 -5.9028
N2 -4.4848 2.6515 2.6388
O1 0.4988 8.1936 0.1901
H5 -1.8367 -0.1732 1.4207
H6 -5.7590 -0.4271 1.1131
H7 6.6862 -2.3325 0.7777
H8 -4.2703 3.6336 2.7368
H9 0.8018 -2.1916 -3.8044
C3 2.8916 2.9644 4.4328
C4 -4.2188 -0.9652 0.1107
H10 4.3441 6.1268 4.6209
H11 -2.1572 5.6695 -1.5551
N3 5.2404 2.6571 -0.2880
N4 0.9270 0.3256 3.9013
H12 1.9507 -4.5069 -4.1279
H13 2.7847 2.9052 5.5160
C5 0.1161 0.7028 -0.4971
H14 3.2794 4.7259 3.1458
C6 -1.3516 -4.3681 -3.3028
H15 -5.1574 3.0373 -0.0555
N5 -5.0539 -4.2421 3.3185
H16 -4.3846 -0.7634 -4.6860
H17 -4.6872 2.9706 -3.7875
H18 -4.5982 -1.8219 -1.6472
N6 -0.9357 -0.1088 4.7613
H19 -2.9059 -1.6181 -1.1672
H20 -1.2014 -0.1016 3.7869
H21 -0.4353 -0.5490 1.1281
H22 5.6725 1.1480 4.8390
H23 -2.0499 4.4726 -3.0543
H24 2.5350 -1.7912 -3.3919
C7 3.0470 4.4800 4.1820
N7 -3.4971 -2.9133 2.8597
N8 1.2015 -6.0018 -1.8441
O2 4.4184 -4.3384 1.4259
H25 -0.5434 -2.5345 -1.5993
H26 0.3455 1.4842 -1.2215
H27 0.3382 0.1305 3.1042
H28 3.1437 -5.4710 -1.4979
H29 3.9495 5.0331 6.0416
H30 -4.8301 4.1757 -1.4288
C8 2.5281 0.2559 -0.3391
O3 1.8607 -3.3120 -2.3448
H31 3.7261 -7.0067 -3.6042
O4 -5.8518 0.8637 2.9255
H32 -1.1391 -4.9489 -1.1501
H33 -1.6100 1.7350 0.3184
C9 0.9438 7.3947 0.9683
H34 -2.6229 1.3130 -3.8755
H35 4.0765 0.6518 5.4427
H36 4.2641 2.8813 -0.1590
H37 -5.1919 0.3189 -2.5777
H38 5.1202 -2.0118 -0.4450
N9 1.3909 7.5118 2.1948
H39 2.7315 -7.8988 -2.5149
O5 -1.1581 -5.6362 -3.9431
C10 -5.5980 2.0197 3.0179
O6 0.5082 1.7932 -3.5807
H40 2.7984 0.4226 -1.3818
H41 2.0768 2.5788 3.8200
O7 -2.9781 -5.1116 3.3817
H42 -6.1355 3.9238 3.0887
H43 1.2165 8.3422 2.7426
H44 2.1526 -7.2981 -3.9810
C11 5.0197 -3.4476 0.8917
H45 -5.5802 -3.3923 3.1740
H46 -3.6384 2.1731 2.3653
H47 2.7593 1.1748 0.1995
H48 1.6944 -4.7479 1.2992
H49 0.8533 2.2901 2.0495
H50 -3.2730 -5.6496 -1.8544
H51 3.4739 2.6091 -3.0681
N10 1.8310 5.2178 4.5261
N11 -1.1694 5.8093 -1.3973
H52 -4.2285 -2.3442 2.4582
H53 1.0243 4.6473 4.3169
H54 5.8603 2.7853 0.4990
H55 1.7266 6.7536 2.7716
N12 1.1121 6.2259 0.6394
H56 0.4710 -5.7851 -5.3132
H57 0.7841 -5.1807 -1.4299
C12 -3.7821 -4.2166 3.1742
H58 3.4300 0.9753 -4.2630
O8 4.0724 2.2651 3.9498
C13 -4.6568 0.8589 -3.3588
O9 1.2536 -0.1538 -0.1330
H59 -0.7411 6.4258 -0.7216
H60 -0.4661 -0.0497 -1.0290
H61 -6.1520 2.2083 -3.9495
H62 -1.3997 -3.1625 -0.3515
C14 -0.6809 1.3306 0.7199
H63 7.5821 2.7041 -2.0408
C15 2.4942 -5.6294 -2.3588
H64 -2.5244 -2.6484 2.7974
N13 7.0148 2.4102 -1.2585
H65 -5.4150 -5.0759 3.7596
O10 -3.4223 -0.6111 0.9903
N14 -0.9184 0.2202 1.5697
O11 5.1790 2.1786 -2.5122
C16 -3.1979 0.7441 -3.1448
N15 6.2534 -3.1569 1.1690
H66 -6.1306 -1.3455 -0.4163
C17 4.2327 5.1078 4.9917
O12 -1.0502 -3.2836 1.5246
H67 4.8693 2.1619 5.8143
H68 -0.3378 -3.9699 -3.3441
C18 -1.7415 -4.3321 -1.8171
H69 0.7580 -5.7511 2.3803
H70 2.1420 3.6018 -2.6320
C19 -4.8415 3.1386 -1.0938
N16 4.5363 -2.7729 -0.1288
H71 -1.5189 -0.3910 5.5361
H72 1.3714 -3.0656 0.6482
H73 1.9870 0.3055 -4.7879
C20 -3.2237 -4.6069 -1.5405
C21 1.7195 1.8543 -3.5591
C22 2.7491 -6.9931 -3.1212
H74 1.1934 -1.3365 -2.2761
N17 1.1478 -3.9113 1.1530
H75 -2.8273 -0.2806 -3.1708
C23 -0.0882 -4.0636 1.6074
H76 3.4458 -4.2370 -3.4701
H77 1.9242 0.4750 3.9583
O13 0.7303 4.6681 -1.6464
H78 -3.5575 -4.3537 -0.5342
N18 -1.2130 4.0839 -2.6438
H79 -0.7922 3.3034 -3.1275
C24 -0.6006 -5.5867 -5.2927
C25 -0.4637 4.8230 -1.8680
H80 -0.6319 2.9397 2.1276
N19 -6.4602 2.9708 3.1695
C26 2.4153 -4.3888 -3.1489
O14 0.8329 0.1882 6.1152
H81 -2.0730 -3.7024 -3.7767
N20 -5.5229 -0.8758 0.2396
H82 -7.4081 2.6240 3.1334
C27 4.6442 1.4711 5.0017
H83 6.6498 -3.7134 1.9128
H84 -4.6072 0.5837 -5.3920
H85 7.4675 2.2745 -0.3659
N21 -0.0336 -5.1332 2.2719
C28 0.0139 2.4787 1.3803
H86 -0.8749 -4.6363 -5.7506
N22 -1.3953 -3.0170 -1.3509
O15 -5.8092 2.4888 -1.9617
H87 -0.9586 -5.3739 2.5984
H88 3.2725 -0.4115 0.0953
N23 2.4221 1.0388 -4.2466
H89 3.5479 -2.7563 -0.3358
N24 -4.9683 0.0573 -4.6093
H90 -3.8483 -3.9927 -2.1891
H91 -3.7879 2.8700 -1.0179
H92 0.9390 6.0379 -0.3377
H93 1.8803 5.2504 5.5344
H94 0.3926 3.1842 0.6408
C29 -5.3013 2.2346 -3.2685
H95 1.2182 5.5702 1.4003
C30 5.7352 2.3903 -1.4858
N25 2.4759 2.7632 -3.0851

Calculated values
Multiplicity: 1
LUMO energy, Ha: -0.0074
Energy relative to the best compared isomer or geometry (same formula, charge and spin), kcal per mole: 201.64
Max |F|, eV Å⁻¹: 9.325
HOMO, eV: -8.78

---

Entry 2:
Formula: C4H10O4
Source: OMol25
Level of theory: ωB97M-V/def2-TZVPD

Atoms and positions in Å:
C1 -2.1654 -0.0511 -0.0975
C2 -0.8279 -0.5828 0.4818
O1 -2.5576 1.0409 0.2343
H1 1.1835 2.6361 -1.6586
C3 -0.0155 0.4560 1.2435
O2 2.3891 0.5495 1.3329
O3 -0.0132 -2.2160 -1.6639
H2 0.8619 -2.3901 -2.0325
H3 -0.2197 -0.9510 -0.3591
C4 1.3550 -0.0652 1.4846
H4 1.4366 -1.1334 1.7307
O4 1.4139 2.0049 -0.9674
H5 1.9153 2.5121 -0.3188
H6 -0.3677 1.0063 2.1153
H7 0.1379 1.2305 0.4602
H8 -0.6031 -1.8767 -2.3494
H9 -1.1757 -1.4128 1.0889
H10 -2.7474 -0.7571 -0.7249

Calculated values
Multiplicity: 1
LUMO energy, Ha: 0.0164
Energy relative to the best compared isomer or geometry (same formula, charge and spin), kcal per mole: 42.93
Max |F|, eV Å⁻¹: 2.272
HOMO, eV: -9.54
SMILES: O=CCCC=O.O.O

---

Entry 3:
Formula: C4H15N2O
Source: OMol25
Level of theory: ωB97M-V/def2-TZVPD

Atoms and positions in Å:
H1 2.7589 -3.2146 0.0300
H2 -2.5701 1.2751 -0.5666
H3 0.0908 -1.3407 -1.8866
N1 -0.2326 -1.4209 -0.9467
N2 0.0167 2.0911 0.4491
H4 0.5380 -1.8807 -0.4288
H5 -1.0411 -2.0231 -0.8090
H6 1.7546 -3.9875 0.9190
H7 -1.0366 -0.3120 0.8063
C1 0.2406 0.9546 -0.3813
C2 0.5227 2.1162 1.8285
H8 -2.0159 0.6719 -2.1165
H9 0.5399 2.8590 0.0658
C3 -0.8436 0.0135 -0.2571
H10 1.4202 1.5627 1.8441
O1 1.8528 -3.1587 0.3395
H11 0.6176 3.1804 2.0824
H12 -2.7990 -0.4400 -0.9616
H13 1.3422 0.4711 -0.2062
C4 -2.1093 0.3972 -1.0393
H14 0.3864 1.2443 -1.4263
H15 -0.1603 1.6241 2.5154

Calculated values
Multiplicity: 1
LUMO energy, Ha: -0.1123
Energy relative to the best compared isomer or geometry (same formula, charge and spin), kcal per mole: 41.80
Max |F|, eV Å⁻¹: 4.690
HOMO, eV: -12.73
Charge: +1

---

Entry 4:
Formula: C18H29Cl33O3Si2
Source: OMol25
Level of theory: ωB97M-V/def2-TZVPD

Atoms and positions in Å:
Cl1 -4.0651 5.1971 1.1597
Cl2 -4.2601 2.5187 8.1875
H1 4.8454 3.1176 -3.3662
H2 5.9683 0.5792 0.4997
Cl3 -6.6803 -4.8233 -0.0574
Cl4 5.6338 4.8271 -1.9823
H3 3.0429 -0.7079 2.6749
Cl5 5.1722 8.0214 -4.1687
Cl6 2.7722 -1.4153 -3.8947
C1 -9.0618 -2.3924 2.4442
O1 -1.3320 -3.3189 0.4581
Cl7 -2.7358 3.2101 -0.4727
Cl8 -7.6096 -1.6195 3.0817
Cl9 3.8161 10.2405 -2.8776
Cl10 1.1738 -6.0316 0.0552
H4 2.7999 0.1952 -2.1995
Cl11 7.1660 2.8878 -3.5059
H5 -4.5894 0.3099 -4.8702
H6 5.2801 8.6846 -1.9297
Si1 -2.4471 -2.1271 0.0331
Cl12 3.2591 7.5145 -2.0432
C2 1.5735 0.6033 1.9202
Cl13 5.3932 1.9948 -1.3900
O2 3.6162 -0.0575 0.8179
Cl14 1.6621 -3.3083 -0.8131
C3 0.5425 0.7775 0.8042
H7 -0.0177 -3.9601 2.5212
H8 -5.0214 3.6492 -0.3115
Cl15 -4.6150 2.4036 1.6377
Cl16 -8.9128 -2.6569 0.7051
H9 1.0623 0.4553 2.8626
H10 2.1461 -1.4312 1.3781
C4 -0.1918 -0.5572 0.5813
Cl17 -3.8201 -5.0020 -0.3157
Cl18 0.5228 -0.0190 -2.6998
C5 -2.7865 1.6051 8.4969
C6 -4.2134 3.6078 0.4054
C7 -3.4762 -0.2564 4.5617
Cl19 -3.8642 -1.8686 5.1647
H11 6.4932 -0.9695 -0.2459
H12 -5.4493 -6.0412 -1.6402
H13 -9.8995 -1.7308 2.6129
H14 -2.8420 -2.4373 -1.3487
Cl20 7.9441 3.9964 -7.9627
Cl21 2.5154 1.4671 -4.1557
C8 5.6524 3.1991 -2.6548
H15 -2.2222 2.1183 9.2626
Cl22 -4.9549 0.6730 4.2905
Si2 -1.3905 -4.0427 1.9658
H16 -2.2510 -3.3071 2.8984
C9 -1.6179 -0.4210 0.0472
Cl23 -3.1722 1.2733 -3.2767
C10 4.4853 8.6231 -2.6598
Cl24 -2.7680 1.0401 -6.1413
Cl25 2.9324 -5.5064 -2.2006
C11 2.5737 -0.4975 1.7179
Cl26 -2.9888 -1.3555 -4.5266
H17 -3.6289 -2.1627 0.9149
H18 -0.2008 1.4720 1.1807
H19 3.1960 -4.8509 0.0305
Cl27 8.3470 1.1272 -8.1612
H20 0.4002 -1.1676 -0.0829
H21 -1.7678 -5.4614 1.8794
Cl28 -3.1607 -0.0162 9.0753
C12 7.6885 2.4364 -7.1801
C13 -3.5190 0.3117 -4.7206
Cl29 -2.5192 -0.3506 3.0865
H22 0.9815 1.1717 -0.0993
H23 -2.8969 0.2585 5.3168
C14 2.2317 0.0655 -3.1130
Cl30 5.9782 2.1736 -6.8498
C15 4.5429 -0.9991 0.5373
H24 6.3955 -0.8205 1.5080
H25 -0.1821 -1.0633 1.5433
H26 -2.2058 0.2945 0.6002
Cl31 -1.7848 1.5293 7.0411
C16 5.9696 -0.4984 0.5680
H27 -1.5444 -0.1179 -0.9914
Cl32 -9.3821 -3.9114 3.2802
C17 -5.3432 -5.8480 -0.5819
H28 2.1291 1.5301 2.0356
O3 4.2825 -2.1676 0.2579
Cl33 -5.3612 -7.3954 0.2667
C18 2.3513 -4.9133 -0.6421
H29 8.2142 2.4453 -6.2354

Calculated values
Multiplicity: 1
LUMO energy, Ha: 0.0088
Max |F|, eV Å⁻¹: 2.229
HOMO, eV: -9.95

---

E
In order: -3697.5509, -459.3204, -345.8791, -16694.3090
Unit: a.u.